1.
This record from OMol25 describes an isolated molecule of C5H6O. The level of theory is the ωB97M-V functional and the def2-TZVPD basis.

## Properties
Max |F| = 1.08 eV/A
E = -7324.420 eV
Relative energy (zero: lowest compared OMol25 entry of this formula, charge and spin) = 112.19 kcal/mol
HOMO level (spin up / spin down) = -8.77 / -8.93 eV

CARTESIAN COORDINATES (ANGSTROEM)
O 0.30919 0.74644 -2.20217
C 0.90647 -0.03036 -1.49293
C 0.31781 -0.60014 -0.22131
C -1.14388 -0.36629 -0.07203
C -0.22745 0.44881 0.79869
C -0.24691 0.33583 2.25436
H 1.91247 -0.37839 -1.79666
H 0.12607 1.38833 0.39713
H 0.79630 -1.49338 0.16337
H -1.61878 0.14698 -0.90013
H -1.71651 -1.15090 0.41390
H 0.58522 0.95308 2.65779

Atoms 1-6, force components in eV/Å:
O 0.33 -0.28 0.46
C -0.18 0.22 -0.06
C 0.00 -0.30 -0.14
C -0.11 -0.05 -0.09
C 0.02 0.28 0.12
C 0.72 -0.64 -0.50

---

2.
This record from OMol25 describes a cluster of 2 separate species, C5H13NO in total. The level of theory is the ωB97M-V functional and the def2-TZVPD basis.

## Properties
Max |F| = 1.76 eV/A
E = -8931.530 eV
Expectation value of S² = 0.75
Relative energy (zero: lowest compared OMol25 entry of this formula, charge and spin) = 28.37 kcal/mol
Charge = -1
2S+1 = 2
HOMO level (spin up / spin down) = 0.43 / -3.61 eV

CARTESIAN COORDINATES (ANGSTROEM)
C 1.46796 -1.47807 0.83590
C 1.77279 -0.25379 -0.05617
C 0.99727 0.99338 0.41573
C -0.52511 0.86836 0.40651
C -0.56387 0.63601 -1.99787
N -1.18643 0.48856 -0.80619
H 1.66799 -2.39038 0.27792
H 0.43300 -1.46093 1.15780
H 2.03215 -1.41105 1.77339
H 1.39431 -0.46164 -1.05002
H 2.82908 -0.05054 0.04053
H 1.30658 1.84959 -0.19608
H 1.41251 1.29274 1.38984
H -0.82210 0.12773 1.15732
H -0.86525 1.88969 0.69921
H -1.06184 0.23275 -2.87328
H 0.39236 1.14126 -2.10472
H -3.26678 0.05890 0.38073
H -3.61475 -1.35527 -0.07284
O -3.79988 -0.71733 0.62230

Atoms 1-6, force components in eV/Å:
C 0.08 0.77 0.02
C -1.36 -0.13 1.12
C 1.17 0.09 -0.25
C 0.13 0.46 -0.39
C -0.26 0.33 0.38
N -0.17 -0.79 -0.11

---

3.
This record from OMol25 describes a structure of composition C22H46N3O2P3Pt. The level of theory is the ωB97M-V functional and the def2-TZVPD basis.

## Properties
Max |F| = 11.83 eV/A
E = -63188.421 eV
Expectation value of S² = 6.02
Relative energy (zero: lowest compared OMol25 entry of this formula, charge and spin) = 117.67 kcal/mol
Charge = +4
2S+1 = 5
HOMO level (spin up / spin down) = -17.46 / -17.46 eV

CARTESIAN COORDINATES (ANGSTROEM)
P 4.10202 0.15149 -0.28581
C 4.80012 -0.27387 1.35375
H 5.89398 -0.12790 1.38600
H 4.59566 -1.33586 1.59411
H 4.35306 0.34959 2.14973
C 3.21150 -1.30309 -0.95213
H 3.17944 -1.29101 -2.05557
H 2.17366 -1.30486 -0.58019
H 3.70499 -2.25180 -0.63833
C 5.35249 0.60315 -1.53349
H 6.17243 -0.13469 -1.57718
H 5.79303 1.59169 -1.31953
H 4.87653 0.63718 -2.52831
P -1.20462 4.10692 -1.27033
C -1.18414 4.21976 0.49746
H -1.37232 5.27906 0.71644
H -0.21823 3.92938 0.91845
H -1.96566 3.61279 0.94136
C -0.27498 5.45539 -1.99843
H -0.47052 5.51606 -3.08396
H 0.80533 5.34659 -1.78087
H -0.66994 6.35907 -1.49553
C -2.85772 4.50666 -1.83410
H -3.07448 5.48693 -1.37128
H -3.58113 3.74774 -1.46101
H -2.88587 4.59674 -2.93819
P -3.03035 -2.15844 -0.16161
C -3.72890 -2.83048 1.40100
H -4.77089 -3.16925 1.26069
H -3.73673 -2.06059 2.20044
H -3.14569 -3.69668 1.77104
C -4.03636 -2.58006 -1.63321
H -4.53070 -3.56375 -1.52756
H -3.39944 -2.62298 -2.53566
H -4.82635 -1.82939 -1.80215
C -1.37016 -2.85183 -0.53358
H -1.40653 -3.96776 -0.57283
H -0.61936 -2.56199 0.22051
H -1.00083 -2.47999 -1.50877
Pt -0.27678 1.24531 -3.64864
C 2.89059 1.52060 -0.22030
O 2.03892 2.35799 -0.35995
C -2.89660 -0.32879 -0.08104
O -2.82634 0.86112 -0.17908
C -1.23597 -0.23662 -4.72642
C -0.79076 -0.68236 -3.36836
C 0.55279 -0.46078 -2.97352
C 1.45942 0.21148 -3.86592
C 0.98865 0.75147 -5.14691
C -0.35874 0.58467 -5.54203
H -2.28418 -0.23748 -4.96550
H -1.48641 -0.96454 -2.58675
H 0.80934 -0.59383 -1.87696
H 2.39605 0.57133 -3.43133
H 1.58462 1.52150 -5.66619
H -0.79340 1.20529 -6.31650
C 1.45152 -3.36377 3.62448
N 0.42538 -2.36924 3.89200
C -0.86908 -2.93799 4.27156
C 0.42697 -1.21277 3.11560
N 1.10898 -1.06117 1.98816
N -0.36361 -0.19123 3.55146
C -0.34144 1.03716 2.79066
C -0.79513 -0.10479 4.94077
H 1.45649 -4.09790 4.43705
H 2.42784 -2.86471 3.58601
H 1.27885 -3.88709 2.66752
H -1.14837 -2.62148 5.28450
H -1.68097 -2.67264 3.57353
H -0.77532 -4.03398 4.28547
H 1.68785 -1.87048 1.81233
H -1.35956 1.42047 2.65656
H 0.26335 1.80388 3.29950
H 0.10918 0.81064 1.82010
H -0.77018 0.94888 5.27195
H -1.83490 -0.46600 5.06747
H -0.12140 -0.69209 5.58734

Atoms 1-6, force components in eV/Å:
P -0.52 -0.31 -0.43
C -0.13 0.13 0.42
H -0.41 0.10 -0.30
H -0.04 0.54 -0.33
H 0.11 -0.24 -0.45
C -0.09 -0.50 0.09

---

4.
This record from OMol25 describes a cluster of 2 separate species, CH3F2OPS in total. The level of theory is the ωB97M-V functional and the def2-TZVPD basis.

## Properties
Max |F| = 6.23 eV/A
E = -28691.070 eV
Relative energy (zero: lowest compared OMol25 entry of this formula, charge and spin) = 81.77 kcal/mol
HOMO level (spin up / spin down) = -8.80 / -8.80 eV

CARTESIAN COORDINATES (ANGSTROEM)
C 1.68478 0.56724 0.35804
O 0.75567 -0.10408 -0.26760
F -0.30529 2.17397 -0.69995
F -1.99321 -2.94775 0.00921
P -0.88116 0.64334 -0.83075
S -1.79560 0.42387 0.91193
H 2.06703 1.53222 0.13672
H 2.20749 -0.05573 0.95936
H -1.73971 -2.23306 -0.57696

Atoms 1-6, force components in eV/Å:
C -3.76 -2.80 -4.11
O 3.54 2.83 2.61
F 0.37 -0.38 -0.40
F 0.51 1.08 -1.15
P -1.70 0.95 1.18
S 0.46 -0.20 -1.40

---

5.
This record from OMol25 describes an isolated molecule of C7H10. The level of theory is the ωB97M-V functional and the def2-TZVPD basis.

## Properties
Max |F| = 5.46 eV/A
SMILES = C=C1[C@@H]2[C@@H](C)[C@]12C
E = -7417.068 eV
Relative energy (zero: lowest compared OMol25 entry of this formula, charge and spin) = 91.47 kcal/mol
HOMO level = -8.03 eV

CARTESIAN COORDINATES (ANGSTROEM)
C 2.76666 -0.35502 -0.24607
C 1.44569 -0.28540 -0.02387
C 0.34006 -0.92811 0.73502
C -0.62958 -0.86803 -0.40886
C -2.19089 -0.71540 -0.12359
C 0.17511 0.37129 -0.19632
C -0.16021 1.79901 0.15492
H 3.27910 0.35874 -1.03133
H 3.31997 -1.03944 0.34334
H 0.07239 -1.07599 1.81445
H -0.30415 -1.57070 -1.30295
H -2.56435 0.29030 0.16708
H -2.39124 -1.48159 0.62337
H -2.63264 -0.92749 -1.05871
H -1.14011 1.90511 0.04643
H 0.31661 2.59457 -0.58814
H 0.29758 1.92815 1.09523

Atoms 1-6, force components in eV/Å:
C -0.70 2.26 -1.69
C 0.77 -0.75 0.56
C -0.19 1.17 0.23
C -1.00 -0.36 -1.22
C 2.27 -0.20 0.22
C 1.05 -0.63 0.01

---

6.
This record from OMol25 describes a cluster of 2 separate species, C4H10NS in total. The level of theory is the ωB97M-V functional and the def2-TZVPD basis.

## Properties
Max |F| = 4.85 eV/A
E = -16624.510 eV
Relative energy (zero: lowest compared OMol25 entry of this formula, charge and spin) = 102.75 kcal/mol
Charge = +1
HOMO level (spin up / spin down) = -15.02 / -15.02 eV

CARTESIAN COORDINATES (ANGSTROEM)
C -1.37283 0.57697 -0.46016
C -0.32854 1.52225 -0.79462
C 1.29715 0.64291 2.16666
C -0.61700 -1.97437 -2.31944
N -0.04186 0.13999 -0.72243
S 0.45817 -0.82061 -1.89219
H -1.96392 0.51327 0.57218
H -2.04556 0.30439 -1.33967
H -0.23532 2.02125 -1.78662
H -0.07656 2.21822 0.10459
H 2.04395 -0.17096 2.34155
H 1.90624 1.50885 2.24643
H 0.68465 0.60163 3.04848
H -1.68782 -1.86086 -1.92361
H 0.75337 0.45516 1.29149
H -0.31714 -2.82541 -2.96289

Atoms 1-6, force components in eV/Å:
C -4.73 -1.01 -0.44
C 0.49 4.43 0.63
C 1.70 -1.62 2.06
C -1.20 1.46 1.20
N 0.52 -1.75 1.35
S 0.54 -1.72 -1.30